Computed, not measured: the molecule C24H23N3O2, with ωB97M-V with the def2-TZVPD basis set.

E_HOMO, eV: -8.85
Strongest force on any atom, eV/A: 0.6
Orbital gap, eV: 9.434
SMILES string: Cc1ccc(CCN2C(=O)c3ccccc3[C@@H]2C(=O)NCc2cccnc2)cc1
E, eV: -33828.3871

Structure (ORCA input):
```
! RIJCOSX wB97M-V def2-TZVPD def2/J DEFGRID3
* xyz 0 1
H 0.1327 -1.9129 0.8773
C 1.8077 1.9019 -1.9846
H 3.6803 -3.0144 6.5435
N -0.9687 -0.3274 0.2101
H 0.4191 2.2730 -7.0903
C 1.9316 -1.5634 5.2043
H 1.9128 2.9053 -1.5563
C -1.6449 -1.0776 -0.7135
H 1.0814 0.1641 4.2795
O -1.5379 -2.2779 -0.8485
C -3.3306 -0.3297 -2.5418
H 2.7519 1.3629 -1.8503
H -3.4816 -1.3260 -2.9270
C 2.4469 1.8528 -4.4272
H 3.4740 1.6652 -4.1463
C 1.9316 -2.9478 5.3049
H -4.2833 2.8832 -3.0153
H -0.6370 2.3644 -3.1613
C 0.1739 -3.0211 3.6567
C -0.7433 -0.9399 2.5960
H -1.6903 -1.4778 2.5189
C 2.8519 -3.6556 6.2525
H 1.0259 -4.7459 4.5817
C -0.0944 -0.8940 1.2036
C -1.2307 1.0875 0.1219
H -1.5790 1.5101 1.0704
H 2.8218 1.8475 -6.5430
C 0.7548 2.1903 -6.0654
H -2.7324 3.2498 -1.1185
H 0.8346 -0.3154 1.2469
H 2.3101 -3.9422 7.1545
C 0.1670 2.2379 -3.8755
N -0.1829 2.3285 -5.1445
C 1.0399 -3.6671 4.5176
N 0.7601 1.2499 -1.2335
C 2.0869 1.9540 -5.7604
C -3.9785 0.7687 -3.0833
O 0.1831 3.0416 0.0228
C 1.4709 1.9977 -3.4486
C -3.7692 2.0431 -2.5735
C 0.1724 -1.6351 3.5615
H 3.2487 -4.5623 5.8002
H -4.6539 0.6350 -3.9146
C -2.2603 1.1636 -0.9695
C -2.9040 2.2582 -1.5094
H -0.9452 0.0772 2.9379
C 1.0653 -0.9151 4.3423
H -0.5120 -3.5963 3.0515
C -2.4665 -0.1168 -1.4820
C -0.0136 1.9079 -0.3494
H 0.4857 0.3248 -1.5302
H 2.6171 -0.9845 5.8071
*
```

Mulliken population analysis, charges in e, atoms 1 to 4: atom 1 (H): 0.5139, atom 2 (C): -1.0449, atom 3 (H): 0.3565, atom 4 (N): 0.3484

Computed, not measured: the molecule C24H23N3O3, with ωB97M-V with the def2-TZVPD basis set.

E_HOMO, eV: -8.50
Strongest force on any atom, eV/A: 0.6
Orbital gap, eV: 9.179
SMILES string: COc1ccc([C@@H](CC(=O)Nc2cc(C)ccn2)N2Cc3ccccc3C2=O)cc1
E, eV: -35875.7072

Structure (ORCA input):
```
! RIJCOSX wB97M-V def2-TZVPD def2/J DEFGRID3
* xyz 0 1
C 0.0844 -1.0026 1.1023
C 6.9956 -0.2297 0.6633
H 1.0967 1.7796 1.8071
C 3.1869 -0.0628 0.9536
C 7.1250 0.5441 -0.4820
H 7.8798 -0.6354 1.1324
N -3.2785 1.7064 -1.6069
C -3.8619 1.4641 0.7029
C -5.5339 1.2604 -0.9852
H 6.0907 1.6822 -1.9961
H -3.5341 1.4615 1.7283
C 1.1242 0.9166 -0.1974
C 3.4244 1.2474 -0.9893
C 6.0094 1.0785 -1.1058
H -4.7676 1.5199 -2.9803
C -0.0834 -0.9936 -1.2790
N -1.5897 1.9181 -0.1090
O -1.7899 -3.9334 0.1279
H -2.9928 -3.9348 -1.5637
C 0.3655 -0.3883 -0.1152
H 5.6578 -1.0942 2.1085
H -1.1396 -2.6066 -2.1769
C 5.7501 -0.4913 1.2174
C -6.2213 0.9869 1.4160
H 2.9842 0.3493 1.9493
C 4.6374 0.0400 0.5982
H 0.4079 -0.5544 2.0285
O -1.3741 1.7115 2.1488
C -0.8808 1.8447 1.0520
H -5.7939 1.0803 2.4105
H 1.0012 1.3330 -1.2062
H -1.0893 2.0564 -0.9772
N 2.5525 0.7187 -0.0820
C -2.2925 -4.5758 -1.0186
H 8.1078 0.7302 -0.8887
C 0.6215 1.9455 0.8397
C 4.7686 0.8171 -0.5519
H 0.1265 -0.5343 -2.2342
C -0.8029 -2.1754 -1.2477
C -2.9453 1.6916 -0.3204
O 3.1066 1.9268 -1.9437
H -6.5549 1.0953 -1.2932
H -2.8193 -5.4568 -0.6552
C -0.6303 -2.1793 1.1463
H -0.8587 -2.6550 2.0866
C -1.0873 -2.7793 -0.0284
C -4.5455 1.4961 -1.9214
H -7.0444 1.6927 1.3157
H 0.8801 2.9522 0.5055
H 2.8312 -1.1001 0.9361
C -5.1878 1.2417 0.3657
H -1.4867 -4.8887 -1.6904
H -6.6295 -0.0170 1.3031
*
```

Mulliken population analysis, charges in e, atoms 1 to 4: atom 1 (C): -0.0075, atom 2 (C): -0.4680, atom 3 (H): 0.3945, atom 4 (C): -0.2064

Computed, not measured: the molecule C24H23N3O4S in a non-equilibrium geometry, with ωB97M-V with the def2-TZVPD basis set.

E_HOMO, eV: -7.98
Strongest force on any atom, eV/A: 1.3
Orbital gap, eV: 8.560
SMILES string: C=CCOC(=O)C1=C(C)OC(N)=C(C#N)[C@H]1c1ccc(OC)c(CSc2ccccn2)c1
E, eV: -48755.8805

Structure (ORCA input):
```
! RIJCOSX wB97M-V def2-TZVPD def2/J DEFGRID3
* xyz 0 1
N 1.9535 3.9264 -0.1746
C 0.3746 -0.5077 -0.0069
C 0.6036 -1.8430 0.2693
C -2.8885 1.1670 -0.5466
C -1.3779 2.8999 0.4049
H -4.4171 -3.1838 1.6739
C 0.7363 2.1272 -1.2129
C 4.8691 -0.4447 -0.1393
C -1.6050 1.8964 -0.4483
C -4.6234 0.1367 0.6690
O -3.4688 0.9798 0.6473
O 0.3134 -4.1178 -0.2338
C 1.5168 -2.2362 1.3788
O -0.1785 3.5617 0.4669
C 0.0507 -2.8236 -0.5705
C -0.8951 -1.0855 -1.9420
C 4.6235 1.8100 0.6037
H 5.3578 -1.2174 -0.7098
C -4.2237 -1.3043 0.7687
C 3.7526 -0.7589 0.6384
H -1.4759 -0.7974 -2.8050
H -3.4728 -1.6098 0.0520
H -5.2110 0.4519 1.5331
H -3.3631 3.4331 1.0003
H 0.8031 0.2348 0.6501
H 2.8177 3.5577 -0.5364
C -2.3482 3.4857 1.3792
S 3.2144 -2.4290 0.7002
N 2.8165 1.3733 -2.4779
H 2.0029 4.4695 0.6714
H -1.1520 -3.1618 -2.3207
C -0.1669 -5.1415 -1.0689
H 0.2287 -5.0493 -2.0851
H -5.4687 -1.8538 2.3645
H 2.9662 2.0747 1.9599
H 0.1902 -6.0709 -0.6276
C 0.8427 3.1461 -0.3300
H -2.3064 2.9370 2.3187
H -0.9192 1.4708 -2.4323
C 5.3023 0.8629 -0.1568
H 4.9443 2.8406 0.6245
H 1.2638 -3.2104 1.7905
C -0.5544 1.3627 -1.4016
O -3.3458 0.7543 -1.5836
C -0.7112 -2.4294 -1.6630
C 3.5325 1.3889 1.3401
C 1.8673 1.7136 -1.9240
H 6.1539 1.1492 -0.7552
C -4.7232 -2.1526 1.6458
H -5.1927 0.2981 -0.2560
H -1.2615 -5.1548 -1.1032
C -0.3538 -0.1124 -1.1198
H -2.0768 4.5217 1.5690
N 3.1010 0.1391 1.3595
H 1.5824 -1.4749 2.1523
*
```

Mulliken population analysis, charges in e, atoms 1 to 4: atom 1 (N): -0.4245, atom 2 (C): 0.6789, atom 3 (C): -0.5210, atom 4 (C): -0.3306

Computed, not measured: a structure of composition C24H23N3O5SeTeV in a non-equilibrium geometry, with ωB97M-V with the def2-TZVPD basis set.

E_HOMO (alpha / beta), eV: -6.42 / -7.39
Strongest force on any atom, eV/A: 4.0
Orbital gap (alpha / beta), eV: 6.033 / 6.630
E, eV: -138293.3236

Structure (ORCA input):
```
! RIJCOSX wB97M-V def2-TZVPD def2/J DEFGRID3
* xyz 0 4
N -2.4381 -0.5720 1.9493
C -4.4581 -1.4394 -2.2931
O 3.6471 0.2933 -0.1300
H 5.0871 1.1176 2.9317
H -1.2731 -1.4181 -3.5867
C 1.4577 3.4832 4.0300
C -2.7953 -2.9475 -3.9537
H 4.7384 2.0596 4.3765
C 0.4108 2.1231 -4.8119
C -2.3093 -1.7223 -3.4265
Se -1.7129 0.6657 3.0987
Te -2.8906 1.1515 -2.1961
H 0.8319 4.2584 3.5692
C 4.2899 1.3361 3.6231
H -3.0163 -3.0685 0.8995
H 2.5106 3.9524 2.3370
H -2.1245 -3.5756 -4.6159
N 3.2472 2.0383 2.7773
H 1.5161 3.7540 5.1199
C 0.3581 -2.9061 2.9604
H 3.5619 3.8539 3.8587
C 2.9334 0.9112 0.6707
C -2.0234 -2.9415 1.3866
C -1.6847 -1.6708 1.9585
O 4.5610 -0.7424 4.9569
C -1.6551 1.2979 -3.9980
C -4.0956 -3.3557 -3.6464
C -1.0201 0.9028 -6.2704
H 4.6237 2.2093 1.1865
C -0.0977 -4.0796 2.4047
N -0.1769 -0.4502 3.2405
O 1.7724 0.5481 1.0774
H 1.2727 -2.9955 3.5868
H -0.2104 2.2993 3.6582
H 3.0843 2.9870 0.8495
C -0.5204 2.0045 -3.7774
H -4.5254 -4.2488 -4.1387
O 0.7094 2.2396 3.9932
H 0.8213 1.8966 -6.9435
H -1.5809 -4.9672 1.0931
C -0.3936 -1.7245 2.6896
H 1.3074 2.6782 -4.5206
H -1.2533 0.3796 -7.2222
C 3.9212 -0.0401 4.2360
C -3.2625 -0.8820 -2.7685
C 3.5597 2.1354 1.3323
O 2.6204 -0.3053 4.0608
H -5.8237 -3.0375 -2.3046
C -1.2472 -4.0559 1.6112
V 1.5044 0.6504 3.0350
H -5.0223 -0.9928 -1.5006
H -2.8531 0.1401 -5.3578
C 2.7703 3.4476 3.2557
H -0.3932 2.6313 -2.9360
C -1.9217 0.7031 -5.2383
C 0.1581 1.6465 -6.1017
C -4.9149 -2.6708 -2.7705
H 0.4180 -4.9856 2.6947
*
```

Mulliken population analysis, charges in e, atoms 1 to 4: atom 1 (N): -0.7879, atom 2 (C): -0.3859, atom 3 (O): -0.6747, atom 4 (H): 0.3461